A single C4H6N2 molecule, computed with wB97M-V/def2-TZVPD.

Last column: Mulliken charge in e.
Cartesian coordinates (Å):
C  0.7874  -0.7941  1.5100  -1.096
C  0.1498  -0.2038  0.3463  0.554
C  -0.2045  1.1177  0.0824  -0.389
N  -0.7214  1.1238  -1.2646  -0.067
C  -0.8147  -0.2303  -1.6765  -0.200
N  -0.3469  -1.0143  -0.6452  -0.568
H  0.9055  -0.3808  2.5748  0.289
H  0.4963  -1.7681  1.8632  0.348
H  1.7052  -1.2197  1.0905  0.255
H  0.0036  2.0819  0.5706  0.342
H  -1.0055  1.9587  -1.7528  0.189
H  -0.9548  -0.6710  -2.6986  0.342

Values from the calculation:
* E_HOMO: -8.46 eV
* frontier orbital gap: 9.5 eV
* net charge: 0
* relative energy (zero: lowest compared OMol25 entry of this formula, charge and spin): 127.8 kJ/mol